Entry from the Open Molecules 2025 dataset: a structure of composition C40H36IrN4P2 at a distorted geometry (ωB97M-V with the def2-TZVPD basis set).

CARTESIAN COORDINATES (ANGSTROEM)
Ir1 -0.2931 0.0389 0.2116
P1 1.7527 0.1540 -0.5987
P2 0.4403 2.2399 0.1754
N1 -0.5795 -0.2466 2.4375
N2 -2.9344 0.5729 1.1212
N3 -1.1346 -1.1351 -0.8568
N4 1.8015 1.8312 -0.7868
C1 2.9036 2.6249 -1.3124
C2 0.2158 -4.4502 -1.7120
C3 5.6702 -0.6705 0.2354
C4 -0.4098 3.5936 -2.0889
C5 0.4980 -0.9287 4.4676
C6 -0.7597 -3.4560 -3.6759
C7 1.8938 4.2249 4.0815
C8 4.6267 0.0167 2.2856
C9 2.1958 3.8141 1.7305
C10 1.5119 0.0829 -3.3562
C11 5.7559 -0.3946 1.5915
C12 -0.0965 -3.3158 -0.9819
C13 1.9012 -0.6312 -2.2231
C14 -0.4774 -0.3394 5.2143
C15 0.4118 -0.8370 3.0670
C16 1.0399 3.0297 1.7065
C17 -1.0236 4.6274 -2.7764
C18 2.6260 4.3946 2.9126
C19 -3.6474 1.4872 4.6463
C20 0.7252 3.4812 4.0605
C21 -3.7467 1.3774 3.2485
C22 -2.7990 0.7177 2.5011
C23 2.2560 -2.5755 -3.6020
C24 0.3055 2.8855 2.8781
C25 -0.7738 -2.2556 -1.5907
C26 -2.6069 0.9038 5.3120
C27 4.4548 -0.5626 -0.4255
C28 -1.5818 5.6883 -2.0760
C29 -1.5202 5.7161 -0.6907
C30 -0.3332 3.6220 -0.6968
C31 -1.6440 0.2189 3.1658
C32 1.8912 -1.8533 -4.7251
C33 3.4118 0.1242 1.6282
C34 -1.5875 0.2616 4.5749
C35 -0.0986 -4.5146 -3.0628
C36 -0.8974 4.6877 0.0007
C37 3.3051 -0.1889 0.2728
C38 -1.1250 -2.3426 -2.9401
C39 1.5164 -0.5204 -4.6010
C40 2.2632 -1.9680 -2.3528
H1 1.8895 -2.3277 -5.6976
H2 3.7843 2.5750 -0.6685
H3 -4.4291 1.9990 5.1908
H4 -1.0699 4.6042 -3.8570
H5 6.5529 -0.9673 -0.3153
H6 6.7053 -0.4813 2.1030
H7 -2.0632 6.4957 -2.6116
H8 1.1868 -1.2611 2.4444
H9 2.5606 -2.5417 -1.4838
H10 -1.9520 6.5442 -0.1448
H11 -2.5379 0.9309 6.3913
H12 0.1528 -3.2355 0.0703
H13 -4.6161 1.7816 2.7437
H14 2.5341 -3.6170 -3.6915
H15 -3.8036 0.9355 0.7581
H16 -0.8405 4.7265 1.0810
H17 2.7678 3.9803 0.8292
H18 0.7217 -5.2789 -1.2334
H19 -0.6234 2.3352 2.8615
H20 2.5541 0.5096 2.1665
H21 4.4082 -0.7693 -1.4851
H22 1.2106 1.1177 -3.2594
H23 -0.4303 -0.3302 6.2963
H24 -1.6627 -1.5200 -3.3938
H25 1.3478 -1.4238 4.9150
H26 4.6946 0.2658 3.3365
H27 3.5287 4.9911 2.9203
H28 2.5843 3.6621 -1.4116
H29 3.1734 2.2625 -2.3060
H30 1.2282 0.0471 -5.4763
H31 2.2286 4.6857 5.0015
H32 0.1322 3.3659 4.9590
H33 0.1588 -5.3954 -3.6367
H34 -1.0127 -3.5142 -4.7267
H35 -2.7753 -0.3596 0.7584
H36 0.0168 2.7632 -2.6347

ΔE to the lowest compared entry with this formula, charge and spin   1.5875 eV
Charge   +1
HOMO-LUMO gap   0.2602 Eh
E_HOMO   -10.02 eV
LUMO energy   -2.94 eV
Total energy   -69437.603 eV

***

Entry from the Open Molecules 2025 dataset: a structure of composition C40H36LuN4O5PS3 at a distorted geometry (ωB97M-V with the def2-TZVPD basis set).

CARTESIAN COORDINATES (ANGSTROEM)
Lu1 0.3823 0.4140 -0.8592
S1 -0.0187 9.0936 10.0045
S2 -0.9349 -3.3037 1.8393
S3 1.7176 -1.6063 0.2957
P1 0.5996 -3.2388 0.6401
O1 -0.1691 8.4690 11.2916
O2 1.2487 9.8415 9.9237
O3 1.3634 2.5194 2.7516
O4 1.2087 1.6275 0.6343
O5 -1.1848 9.7656 9.4157
N1 -0.9278 0.1285 1.2817
N2 -1.2543 -1.1751 -1.6196
N3 0.9430 -1.8990 -9.3465
N4 0.6483 4.2219 6.5190
C1 -0.7246 -6.0042 -3.1587
C2 0.0224 -4.0747 -1.0142
C3 0.5323 0.1998 -6.4153
C4 -3.5819 2.1577 -2.6311
C5 -2.4857 -0.8269 -5.5779
C6 0.8718 1.7307 1.8955
C7 3.5274 -6.8343 1.2786
C8 1.3195 7.4633 8.1528
C9 -2.2556 0.1206 -3.3619
C10 -2.4278 1.3675 -2.4287
C11 -2.7538 3.6911 -1.0021
C12 0.4852 5.3945 7.2934
C13 2.3090 -1.2300 -4.7999
C14 1.2513 -0.8409 -6.9647
C15 1.6874 -0.0881 -4.2165
C16 2.1152 -7.0575 1.2970
C17 -1.6763 -1.0438 -2.9793
C18 0.7749 0.5964 -5.1109
C19 -0.3385 0.8997 2.3285
C20 4.0577 -5.7330 0.9577
C21 -1.6532 -5.3874 -2.1781
C22 1.4769 6.3949 7.3522
C23 0.6795 -5.4860 -2.7013
C24 1.7616 -4.6291 1.2320
C25 -1.4175 1.7243 -1.5193
C26 -0.7616 5.6183 7.9835
C27 -1.5300 -2.1676 -3.7571
C28 1.9929 -1.6545 -6.1034
C29 1.8989 0.3738 -2.8662
C30 -1.6368 2.9192 -0.8272
C31 -0.8602 6.6951 8.8715
C32 -3.7517 3.3459 -1.9275
C33 0.9066 -4.3964 -1.9875
C34 -1.2801 -4.7968 -1.0322
C35 3.3040 -4.4864 0.8432
C36 -2.6516 0.2046 -4.7100
C37 0.1843 7.6690 8.9311
C38 -2.0383 -2.0353 -5.1229
C39 1.3273 -5.7520 1.4581
C40 1.1629 -1.4127 -8.3022
H1 1.3969 4.2851 5.9059
H2 -1.9325 -4.3969 -0.0568
H3 3.8533 -3.5792 0.6052
H4 -0.2850 0.6021 -7.0545
H5 4.0500 -8.0501 1.1812
H6 -0.9288 -0.8204 1.4644
H7 -4.6940 3.9081 -1.9929
H8 -1.0613 1.7441 2.7032
H9 -2.8547 4.6472 -0.4548
H10 -2.7123 -0.6930 -6.6171
H11 1.4278 -7.9769 1.5089
H12 1.5814 1.5394 -2.9006
H13 1.3014 -6.3489 -3.2784
H14 -0.6439 -6.3355 -4.3157
H15 -4.3840 1.8020 -3.2626
H16 2.5437 -2.3319 -6.6806
H17 -1.6944 6.7285 9.5685
H18 -1.9037 -2.8388 -5.7957
H19 -0.9683 -2.2063 -1.4624
H20 -2.5058 -6.1679 -2.2972
H21 -1.9389 -0.9123 -1.0520
H22 3.0890 -1.6070 -4.2922
H23 -0.9608 3.2752 -0.0677
H24 -1.8353 0.4788 0.9688
H25 2.9973 0.1963 -2.7289
H26 0.0581 1.3014 -4.7524
H27 -3.0616 1.2590 -5.0235
H28 -0.1523 0.2545 3.2628
H29 4.9745 -5.6361 1.3655
H30 -1.6223 4.9058 7.9501
H31 2.1288 8.2178 8.1760
H32 2.4208 6.2307 6.8883
H33 1.8661 -3.8979 -1.7902
H34 -0.1089 3.9787 5.9096
H35 -0.9658 -2.9328 -3.3481
H36 0.0803 -6.1100 1.8153

ΔE to the lowest compared entry with this formula, charge and spin   13.1733 eV
Charge   -2
HOMO-LUMO gap   0.2149 Eh
E_HOMO   -3.38 eV
LUMO energy   2.47 eV
Total energy   -133673.158 eV

***

Entry from the Open Molecules 2025 dataset: a structure of composition C40H37AsLuNPS4 at a distorted geometry (ωB97M-V with the def2-TZVPD basis set).

CARTESIAN COORDINATES (ANGSTROEM)
Lu1 -2.9155 0.2901 0.3555
As1 4.3345 -0.0467 1.2330
S1 -4.9025 0.9537 -1.2531
S2 -3.8431 3.3538 0.6483
S3 -5.5651 2.5091 -0.0688
S4 -3.2274 2.1022 2.1670
P1 -0.2461 0.4421 1.0972
N1 -2.1316 -0.5736 -1.7550
C1 -3.2416 -1.3033 2.8401
C2 3.2178 -4.5493 0.2199
C3 -4.5562 -0.9079 2.5876
C4 2.5468 0.8297 1.0009
C5 0.8450 -1.3128 4.6100
C6 5.2067 0.5448 -0.4086
C7 6.5978 0.6215 -0.3706
C8 5.2594 1.3923 -2.6678
C9 0.2982 3.2345 1.5480
C10 4.5462 0.9371 -1.5685
C11 -0.3206 0.6981 5.2056
C12 0.3042 4.5522 1.1182
C13 6.6438 1.4645 -2.6178
C14 -0.7548 3.9103 -0.9394
C15 -2.3520 -0.3547 -4.3053
C16 0.3455 -0.4580 5.5830
C17 3.2969 -4.0952 1.5285
C18 -5.2265 -1.3278 1.4352
C19 -2.5720 -2.1228 1.9338
C20 -1.5598 -0.7090 -6.5392
C21 -6.6771 -1.0234 1.2251
C22 -0.7749 2.5930 -0.5070
C23 -4.5315 -2.1303 0.5166
C24 -3.4024 0.4405 -4.7874
C25 -0.2153 4.8914 -0.1240
C26 3.7694 -2.3466 -0.5780
C27 -3.2194 -2.5306 0.7642
C28 -0.2416 2.2416 0.7370
C29 1.4162 0.0138 0.3765
C30 0.0278 0.1614 2.8810
C31 -0.4897 1.0052 3.8622
C32 3.6208 -2.7694 1.7789
C33 3.8548 -1.8807 0.7299
C34 0.6860 -1.0081 3.2675
C35 -3.5062 0.6627 -6.1471
C36 3.4549 -3.6746 -0.8314
C37 7.3145 1.0762 -1.4668
C38 -2.2269 -0.4849 -2.9003
C39 -2.5846 0.0977 -7.0188
C40 -1.4350 -0.9395 -5.1837
H1 -1.1645 4.1681 -1.9071
H2 3.1261 -4.7771 2.3521
H3 2.2830 1.1209 2.0170
H4 -0.6377 -1.5615 -4.7994
H5 -1.1564 1.8247 -1.1813
H6 1.3603 -2.2202 4.8981
H7 -1.0260 1.9017 3.5854
H8 3.7122 -2.4129 2.8001
H9 1.3355 0.1856 -0.6985
H10 2.9901 -5.5884 0.0196
H11 -2.7679 -1.0207 3.7716
H12 7.1988 1.8295 -3.4720
H13 4.7344 1.6946 -3.5651
H14 -1.5909 -2.5079 2.1781
H15 3.9671 -1.6738 -1.4041
H16 2.7100 1.7520 0.4438
H17 0.4756 -0.6930 6.6311
H18 -2.7393 -3.2281 0.0907
H19 -4.3074 1.2811 -6.5278
H20 3.4068 -4.0315 -1.8524
H21 3.4630 0.8942 -1.6206
H22 -0.7145 1.3693 5.9578
H23 -5.0593 -2.5156 -0.3464
H24 -6.9862 -0.1422 1.7839
H25 1.5660 -1.0587 0.5137
H26 -5.0888 -0.3295 3.3303
H27 -7.2744 -1.8710 1.5696
H28 -6.8932 -0.8660 0.1696
H29 0.7265 5.3163 1.7576
H30 8.3938 1.1365 -1.4195
H31 0.7137 2.9871 2.5155
H32 -2.6675 0.2891 -8.0804
H33 1.0891 -1.6861 2.5236
H34 -4.1092 0.8718 -4.0908
H35 7.1193 0.3239 0.5323
H36 -0.1983 5.9203 -0.4575
H37 -0.8576 -1.1528 -7.2312

ΔE to the lowest compared entry with this formula, charge and spin   0.0000 eV
Charge   +1
HOMO-LUMO gap   0.2608 Eh
E_HOMO   -9.99 eV
LUMO energy   -2.89 eV
Total energy   -190657.792 eV

***

Entry from the Open Molecules 2025 dataset: a cluster of 6 separate species, C40H37B3Br2F4O23 in total at a distorted geometry (ωB97M-V with the def2-TZVPD basis set).

CARTESIAN COORDINATES (ANGSTROEM)
Br1 -2.3093 -3.7711 4.0305
Br2 -3.5176 -2.0167 5.9468
F1 -5.9444 -2.3777 4.5418
F2 -4.8582 -3.9109 2.8305
F3 -4.7615 -0.4471 3.7805
F4 -0.6889 -5.7130 -0.2798
O1 -1.7070 2.1243 -0.5141
O2 -1.8636 -4.8039 -6.8534
O3 2.7528 1.7738 -0.7411
O4 -2.7664 6.7943 2.4250
O5 -0.6963 -2.3920 0.0523
O6 1.8240 -1.6221 0.1716
O7 3.6397 4.0423 -2.0065
O8 -0.8749 -0.1798 -6.8855
O9 -0.7692 -0.3651 -4.1491
O10 4.2119 1.3160 -5.8278
O11 5.0748 -2.4214 3.8254
O12 -4.3692 9.1824 -2.7029
O13 3.2411 -0.9322 -4.5882
O14 5.3132 -4.8951 2.6603
O15 -0.0567 -0.0317 0.7366
O16 7.8842 -6.0899 6.4449
O17 -0.0190 3.0765 1.4296
O18 -4.4749 9.3678 -5.4393
O19 -5.4458 4.5778 -2.6674
O20 -4.4966 5.7931 0.5442
O21 -1.8458 -4.9697 -4.1136
O22 7.5708 -3.6443 7.6512
O23 -5.4636 4.7437 -5.4072
C1 -1.6261 -3.7663 -6.2451
C2 3.0691 1.6534 -1.9195
C3 -2.4735 5.6327 1.7342
C4 -1.5870 -3.7731 -4.7565
C5 -1.3456 4.9589 1.9677
C6 -2.0133 3.2704 0.1963
C7 -3.4601 5.1625 0.7235
C8 -4.9113 6.8820 -2.6189
C9 1.2268 -3.0303 3.9858
C10 2.9678 0.3706 -2.6326
C11 3.3363 0.2698 -3.9112
C12 3.9427 2.7323 -3.9532
C13 3.8639 1.4440 -4.6588
C14 -1.3783 -2.4907 -6.9351
C15 2.1523 -1.6831 4.2329
C16 -5.1870 5.7744 -3.3102
C17 -1.0392 3.7253 1.2267
C18 -5.2261 5.7813 -4.7989
C19 6.3081 -2.9743 5.7660
C20 7.2187 -5.2611 5.8341
C21 -3.4779 -2.1282 1.7038
C22 -4.7061 8.1651 -4.7973
C23 2.1606 0.1854 2.2610
C24 1.3250 -4.2376 0.5047
C25 -3.1428 3.9425 -0.0346
C26 -4.6398 8.1518 -3.3102
C27 0.0016 -5.1656 0.9164
C28 -1.3113 -2.6655 -4.0651
C29 5.8975 -4.6247 3.8841
C30 -3.8452 -2.8334 3.1403
C31 7.0101 -3.9057 6.4145
C32 -1.1061 -1.3825 -6.2435
C33 -1.0398 -1.3957 -4.7564
C34 5.7124 -3.2611 4.4519
C35 1.4299 -0.3048 3.6570
C36 6.6023 -5.5551 4.5309
C37 3.5709 2.8341 -2.6756
C38 -2.3429 -0.9478 1.7822
C39 -4.5650 -1.8440 4.2327
C40 -4.9783 7.0568 -5.4889
B1 1.3204 -0.5079 1.0211
B2 -1.0310 -1.1746 0.8171
B3 0.7696 -2.6961 0.2146
H1 -0.6999 0.4689 -6.1692
H2 3.5687 -0.7472 -5.4954
H3 -4.4628 -1.6844 1.2061
H4 -0.8408 1.8234 -0.1629
H5 0.2852 -0.4922 3.4557
H6 -2.8546 0.0655 1.4142
H7 8.0279 -4.4737 7.9109
H8 3.1795 -1.8481 3.6903
H9 6.1506 -1.9844 6.1752
H10 -1.4273 -2.4959 -8.0165
H11 -0.7858 -4.5342 1.5427
H12 1.7487 -4.7115 -0.4861
H13 0.3701 -2.8061 3.2106
H14 -3.1208 -2.9868 0.9625
H15 3.3220 -0.0704 2.2233
H16 -2.0148 -5.6196 -4.8301
H17 2.5847 -0.4754 -2.0764
H18 4.3114 3.5819 -4.5141
H19 2.0717 -4.2949 1.4170
H20 -4.8774 6.8908 -1.5367
H21 2.2408 -1.5551 5.4035
H22 -0.6207 5.2881 2.7011
H23 2.0982 1.3649 2.2492
H24 -3.8607 3.6218 -0.7790
H25 -4.2999 10.0164 -4.7230
H26 1.9171 -3.9140 3.5789
H27 6.7468 -6.5496 4.1287
H28 -5.0273 7.0516 -6.5703
H29 0.3485 -6.0380 1.6164
H30 1.4791 0.5299 4.5072
H31 -2.0566 -0.8014 2.9278
H32 -5.6148 3.9280 -3.3839
H33 -1.2774 -2.6568 -2.9829
H34 -3.6356 7.0920 2.0781
H35 4.8612 -4.0637 2.3977
H36 0.8112 -3.3685 5.0444
H37 3.3178 3.8559 -1.0977

HOMO-LUMO gap   0.2899 Eh
E_HOMO   -9.86 eV
LUMO energy   -1.97 eV
Total energy   -242153.936 eV

***

Entry from the Open Molecules 2025 dataset: a structure of composition C40H37BFN10O4S2Ti at a distorted geometry (ωB97M-V with the def2-TZVPD basis set).

CARTESIAN COORDINATES (ANGSTROEM)
Ti1 -0.9658 -0.2090 -2.4895
S1 -3.8766 -3.3168 -4.1599
S2 -0.0727 1.3154 -4.6264
F1 2.1484 -4.0780 3.4720
O1 -0.1333 -1.7830 -3.2331
O2 1.2175 -1.2213 -0.5017
O3 1.2851 2.8618 -1.1847
O4 0.0115 1.0932 -1.5270
N1 -2.5484 -1.1341 -3.8408
N2 2.7498 -3.7101 -4.0170
N3 3.9667 -3.3495 7.9939
N4 -0.7106 3.5808 -3.3637
N5 3.9147 0.1355 -2.0261
N6 0.8823 -1.0506 -2.8863
N7 -2.5101 1.0256 -2.0683
N8 3.1438 -2.3957 5.4795
N9 -2.3514 2.7044 -4.7524
N10 2.6561 1.2933 2.3598
C1 -4.1890 -2.4772 -6.8135
C2 4.7016 -2.2126 7.3266
C3 -2.9547 -1.1454 -5.1811
C4 -3.2362 -0.3423 -7.4067
C5 4.5475 -2.3641 5.8261
C6 -0.9032 5.5986 -2.0196
C7 1.5350 -0.4339 0.3796
C8 -1.1306 2.6244 -4.2358
C9 2.4570 -2.6977 -3.5648
C10 -3.9498 -1.4961 -7.7528
C11 2.2372 -2.7518 3.2132
C12 -1.9737 -1.4314 -1.1207
C13 1.9843 -0.9238 1.7065
C14 -3.0792 1.7588 -1.3731
C15 1.8394 -2.2773 1.9952
C16 2.0984 -1.4256 -3.0009
C17 2.5141 -3.3905 7.5819
C18 1.5500 1.0013 0.2447
C19 2.7669 -1.9126 4.1975
C20 -1.4808 4.6203 -2.9861
C21 2.9167 -0.5682 3.9080
C22 3.1021 -0.5440 -2.4663
C23 2.4513 -3.5185 6.0718
C24 2.5310 -0.0629 2.6628
C25 -2.5788 -2.4690 0.9726
C26 -3.1525 3.6999 -4.3875
C27 -2.7580 -2.3856 -1.7734
C28 -1.9392 -1.4597 0.2683
C29 2.5974 2.6037 4.5396
C30 -3.2710 -3.4717 0.3009
C31 -3.3784 -3.4213 -1.0770
C32 3.3160 2.1792 3.2900
C33 2.1515 1.7620 1.1955
C34 0.9402 1.7203 -0.8965
C35 -2.7380 -0.1534 -6.1349
C36 -2.9758 -2.1983 -3.2136
C37 2.8448 3.5877 3.4343
C38 -3.6889 -2.2810 -5.5294
C39 -2.7378 4.7125 -3.5203
C40 -4.5424 3.6648 -4.9351
B1 -3.8141 2.8084 -0.4655
H1 1.9894 3.9165 2.8630
H2 4.3837 2.0058 3.3607
H3 -2.2033 0.7473 -5.8730
H4 -0.3379 6.3577 -2.5639
H5 -4.9021 3.0177 -0.9544
H6 3.6067 4.3405 3.5733
H7 -4.9915 2.7024 -4.6897
H8 2.2493 2.8244 1.0275
H9 -5.1590 4.4643 -4.5322
H10 5.0404 -1.5265 5.3370
H11 -2.5388 -2.4761 2.0550
H12 -3.3971 5.5182 -3.2368
H13 1.5812 2.2527 4.6584
H14 4.2351 -1.2947 7.6796
H15 -4.5103 3.7400 -6.0223
H16 2.8832 -4.4849 5.7702
H17 2.0481 -4.2300 8.0939
H18 -3.0713 0.4247 -8.1516
H19 5.0662 -3.2825 5.5003
H20 4.4073 -4.2308 7.7149
H21 1.4376 -2.9375 1.2368
H22 -1.6994 6.0866 -1.4635
H23 -4.3232 -1.6175 -8.7604
H24 2.0702 -2.4549 7.9169
H25 -3.1132 3.8037 -0.4472
H26 -1.4200 -0.6833 0.8139
H27 -4.7478 -3.3690 -7.0613
H28 -3.8986 2.3002 0.6351
H29 -3.9663 -4.1661 -1.5998
H30 3.1660 2.6892 5.4552
H31 3.3045 0.0933 4.6694
H32 -0.2242 5.1024 -1.3299
H33 -3.7500 -4.2690 0.8528
H34 0.1696 3.4086 -2.8442
H35 1.4062 -3.5245 5.7705
H36 4.0513 -3.2847 9.0091
H37 5.7404 -2.2521 7.6485

ΔE to the lowest compared entry with this formula, charge and spin   0.0000 eV
Charge   +1
HOMO-LUMO gap   0.2382 Eh
E_HOMO   -9.79 eV
LUMO energy   -3.31 eV
Total energy   -113345.556 eV

***

> The lowest HOMO-LUMO gap belongs to which entry?

C40H36LuN4O5PS3